Record 1
A cluster of 22 separate species, C65H171N15O36 in total at a distorted geometry. Source: the OMol25 dataset; level of theory: ωB97M-V/def2-TZVPD.

```
287
Properties=species:S:1:pos:R:3:lowdin_charge:R:1
H -6.98530 -0.18923 2.14873 0.08
C -0.50471 -5.50821 -6.54173 -0.66
C 1.49749 -2.60130 5.15776 -0.76
O 1.13852 3.04299 -9.17270 -0.24
H 7.56409 10.60181 4.57342 0.11
H -5.40019 -4.60640 0.62806 0.10
H -3.50720 3.50972 2.65962 0.11
O 6.53895 -5.53965 5.25398 -0.23
O -1.30446 3.28280 0.46104 -0.05
H -4.88649 2.43131 -2.58438 0.10
C -4.83411 5.66689 2.76415 -0.01
H 7.19421 6.40796 5.00341 0.17
H 0.56082 7.43160 -4.71554 0.19
H -0.07430 5.05110 7.38754 0.10
H -6.28854 -5.55310 -6.05313 0.11
H -0.26830 -3.22289 11.56488 0.13
H -3.64547 4.03715 1.14854 0.15
C -1.83403 3.30801 -0.66264 -0.81
H 1.82010 -4.06975 8.81619 0.17
H 1.02725 6.01875 -4.13720 0.12
H -7.66767 -7.93617 -6.69466 0.13
N 1.05415 -3.55823 8.33495 0.05
H -1.68277 7.09307 -4.05922 0.10
H 3.21419 8.77141 3.95957 0.08
N 0.39828 0.26976 -0.10138 -0.31
C 1.20993 -0.86494 -0.62375 -0.08
C -2.72740 5.48053 4.06763 -0.14
H 1.47098 9.07328 -1.34219 0.12
C 7.00190 -1.63315 -0.76119 -0.01
O 2.30047 -7.00789 -1.25568 0.05
H -2.83806 0.68926 -5.78673 0.09
H 0.24293 9.25883 -2.63186 0.11
C 0.86280 7.29954 -2.50426 -0.41
H 4.38548 3.76682 -9.51276 0.19
H 2.21817 2.15915 -10.59599 0.16
C -1.62141 -9.10707 0.99680 -0.04
O 0.43713 -6.19659 1.81021 0.01
H 7.65250 -6.10741 6.76013 0.11
C 0.29852 -4.61097 7.64473 -0.02
H 1.49543 2.35652 10.05714 0.16
C 3.39063 4.00295 -12.07943 -0.02
H 5.21036 8.53946 5.81772 0.14
H -2.07401 -0.61026 -4.82039 0.10
H -2.64078 -8.92407 0.58170 0.10
H -0.05637 -2.21738 0.39348 0.10
C 5.72707 8.87839 4.90056 -0.14
C 4.50773 -3.81817 2.69820 -0.03
C 0.75603 4.61562 9.89329 0.00
H 1.97256 8.93662 -3.10932 0.10
C -8.59637 1.51024 -2.20790 0.06
C 7.24982 8.59359 4.91662 -0.25
C 0.20260 0.49496 -5.13757 -0.19
H 8.61633 7.09907 4.38165 0.17
H -3.51826 -5.47707 -4.17066 0.09
C -7.51432 -1.14451 2.32585 -0.08
O -3.40503 1.59466 3.26027 0.09
O 2.18525 -3.01769 6.12504 -0.08
N 0.66792 3.62942 8.81516 -0.36
H 1.26058 -9.69381 -1.12880 0.10
C 1.18860 8.77136 -2.37876 0.05
C 2.70299 0.39474 -4.71116 -0.03
H 1.17625 -2.98322 -0.44144 0.11
H 1.51803 0.33957 1.79708 0.11
O 0.16717 -2.68553 5.48810 0.06
O -1.93937 0.60533 4.61323 0.10
H -0.46898 -5.27603 -1.41108 0.07
H -3.53013 5.50948 4.82202 0.14
H -0.30071 -9.81753 -2.05088 0.08
H -8.73554 2.67531 0.01698 0.11
C -2.04254 -0.07637 -5.81872 -0.05
H 5.13124 -2.85573 4.98130 0.15
H -8.37466 1.28805 -3.24591 0.11
O -4.45502 -5.66702 -4.02958 -0.07
C -6.94654 -7.97553 -5.85486 0.03
C 2.16653 4.04663 -5.33286 -0.74
H -1.54734 -0.66760 0.04150 0.11
H -6.47107 -3.68978 -0.49311 0.07
C -5.71791 -6.08290 -6.83190 0.02
C 1.76046 2.68802 9.04049 -0.12
O 0.86451 6.49208 -1.70046 0.21
C -4.80668 -7.05673 -4.05137 -0.21
H -7.70994 4.07252 -0.14493 0.09
C -5.88839 -2.65711 1.31582 -0.52
O -5.08063 -2.46487 2.20930 0.03
H -3.67037 -7.36290 -5.85460 0.13
N -7.62473 2.61349 -1.74039 -0.30
C 1.09735 -6.80823 -1.55863 -0.50
H -8.38126 3.80114 -3.32539 0.11
H -2.18036 3.88015 1.70959 0.11
O -0.56422 -5.90143 -7.85719 0.14
H 2.16854 -0.89177 -0.12718 0.13
H -6.62060 1.32626 -0.45144 0.11
H -0.00629 4.75448 -9.30208 0.11
H 5.59138 9.93892 4.71264 0.12
O 4.78877 1.48999 1.55934 0.12
H -1.12732 5.44243 -4.38352 0.10
H 4.98511 -2.84864 2.70965 0.08
H -1.86137 -0.29279 5.00786 0.13
H 1.08254 -4.26737 10.86228 0.11
H -4.49135 -8.80399 -5.14767 0.16
H -7.85366 -2.39044 0.67944 0.13
H 4.79127 -4.35228 1.78636 0.10
H -5.25269 5.39616 1.81556 0.07
C 2.57152 4.25768 -10.79497 -0.27
O -0.95122 3.64047 -1.60594 0.09
H 0.43042 2.33404 -0.02664 0.08
H -6.30773 -6.08585 -7.70415 0.09
C 4.89021 -4.58616 3.93231 -0.35
H 0.67837 -6.97128 -6.27682 0.16
N 4.66574 -3.72532 5.04861 0.20
H 1.23485 -4.78569 -1.59150 0.08
H 1.15740 -9.39588 -2.86698 0.09
H 3.83955 3.93708 -4.61564 0.11
C -0.45202 4.71363 4.10755 -0.07
H -5.85544 -7.09647 -3.70930 0.13
H -1.13404 -9.87160 0.38757 0.08
H -9.56318 1.90726 -1.98442 0.10
O -0.88114 -2.35276 8.97655 0.19
H -0.29320 -2.38089 4.69332 0.10
H -1.52494 3.80736 9.09429 0.14
H -1.24872 0.14881 -1.48282 0.11
O 0.98422 4.41143 -5.18226 -0.02
H 6.34245 -2.55157 -0.75879 0.11
C 1.83354 1.49763 8.10472 -0.22
O -0.99202 -4.57342 -5.90617 0.07
H 7.23116 7.08389 3.45516 0.16
H -0.71824 2.25111 9.59919 0.12
H 0.26370 4.34108 10.83551 0.14
C 7.98011 9.69307 4.12340 -0.01
H -0.01341 3.77706 3.80109 0.09
C 0.48700 0.39223 1.43622 0.05
N -5.62738 -7.53855 -6.40257 -0.35
H -1.42792 3.52853 -2.42590 0.11
H 1.32973 -0.55408 -1.65592 0.12
H -1.08608 -5.16740 -8.23552 0.14
H -0.84610 -7.52570 0.06036 0.08
H 3.65698 8.06970 2.37661 0.08
H -0.11334 -5.29169 8.35275 0.11
C 5.82617 1.51277 -2.47872 -0.07
O 3.76621 3.04655 2.84813 0.12
H 7.59573 0.37280 -2.05794 0.16
N 0.39356 6.79998 -3.91588 0.09
H -4.16234 -7.54915 -3.36458 0.12
H 8.50333 -4.96426 5.69634 0.09
O -3.00177 3.00366 -1.02658 -0.01
C 0.91485 1.52817 -0.59559 -0.02
N 7.59932 7.14027 4.41388 0.23
H 7.04768 -4.11291 4.00905 0.14
H 0.27962 1.42273 -4.58478 0.12
H 2.60222 0.82661 8.46628 0.13
H -0.54708 -4.12560 7.17833 0.09
H -4.69177 -9.17395 -7.47705 0.10
H -2.15796 -6.54687 0.91139 0.15
H -0.65991 -4.91328 1.48403 0.11
O 5.90503 3.03455 2.75616 0.14
C 0.17360 -7.42453 1.84432 -0.45
C -8.32091 3.39010 -0.67091 0.00
C 0.70973 4.33652 7.46353 0.01
H 0.26321 -5.37607 -2.98344 0.11
H 7.33355 -1.62719 0.30545 0.10
N 0.23145 -7.89260 -1.76083 -0.04
H 1.57354 -2.91671 7.70993 0.12
C 0.50050 -5.51476 -1.90938 0.01
H -5.06385 6.69673 2.96801 0.10
H -6.83730 -8.95838 -5.37261 0.13
H 4.05489 9.79826 2.85229 0.11
N -3.12578 4.20461 2.02774 0.17
H 0.94156 -5.11043 6.95333 0.10
C -5.23476 1.56837 -2.06875 -0.28
H 9.01943 9.63666 4.17760 0.07
H -0.04779 -0.38484 1.92294 0.08
N 6.58618 0.45300 -1.92879 0.00
H -4.75575 -3.25178 -0.39589 0.09
O -1.34385 -4.27448 1.06268 0.11
H 6.39533 2.42592 -2.49339 0.09
N -7.12692 -2.04192 1.28042 0.00
H 2.74996 4.28788 -12.90992 0.11
H 0.06112 1.33561 1.76867 0.10
C 3.96029 8.72137 3.17637 -0.06
H -5.11125 -0.22613 -2.64281 0.12
C -3.33087 5.49476 2.61750 -0.31
C 0.55533 -3.28634 10.78876 0.03
C -6.31307 2.08003 -1.12983 -0.08
H -5.15530 5.06775 3.59788 0.09
H -7.31101 -1.48330 3.31910 0.08
H 2.51648 0.62862 -7.50848 0.18
H 1.26520 -9.19112 2.07154 0.12
H 2.47596 -0.07097 -3.77070 0.07
C -0.02735 3.73604 -8.84347 -0.08
O -0.41936 -2.38489 -1.70867 -0.08
H 0.91821 3.18637 -11.28109 0.14
H 5.59547 0.97876 1.30827 0.15
C 1.63425 3.11183 -10.49804 -0.18
H 0.03639 -0.30241 -4.42848 0.12
O -2.92432 -0.66954 3.14271 0.17
H -4.41765 1.33137 -1.43800 0.09
O 4.91305 -0.51879 -0.80065 -0.03
H -3.73929 -0.88110 2.70385 0.09
H 7.86471 -1.86928 -1.43527 0.11
N 1.74110 0.95920 -6.92798 0.22
H -1.15121 -2.93021 -1.33546 0.03
H -8.61259 -0.99286 2.28687 0.11
H 0.07386 5.06251 5.02781 0.08
C 6.09321 -0.56854 -1.21001 -0.56
H -1.04222 2.54277 7.85462 0.13
O -1.83320 4.41010 4.31963 -0.18
H -1.18602 6.07044 -2.74542 0.09
H -0.20088 3.76393 -7.76368 0.08
C 1.60006 0.14138 -5.70032 -0.29
H 2.71923 3.22050 8.96526 0.16
C 6.37777 -4.96298 4.01046 -0.20
C -4.56643 -7.72459 -5.36909 -0.13
H -6.06309 -8.37703 -8.34826 0.13
O -5.63157 0.55761 -2.94006 -0.03
C 0.45793 -2.18556 -0.55838 -0.20
H 2.83436 1.41513 -4.40306 0.06
O 3.00672 4.31945 -4.29890 0.08
H 0.02805 -9.13414 3.17193 0.08
O 0.10128 -6.35083 -5.78902 0.15
H 1.94525 1.88547 -6.56619 0.06
H -2.81283 6.13209 1.90184 0.16
H 3.05056 3.99224 -8.67179 0.14
H 2.01185 1.43228 -0.53250 0.12
O 2.68737 3.33152 -6.27647 -0.09
C 0.05284 -2.94993 9.36767 -0.36
H -2.16028 6.39240 4.22623 0.13
H -1.76627 -9.45917 2.03215 0.10
N -0.83775 -7.85228 1.00740 -0.04
C -7.38449 3.58362 -2.96584 0.07
H 3.65119 -3.45133 5.22378 0.12
O -0.76001 0.49242 -6.15443 -0.18
H 1.25683 -2.53796 11.12848 0.09
H 7.70258 9.68617 3.06236 0.10
H 3.13046 2.08287 6.85729 0.10
H 7.69705 8.54889 5.88429 0.14
C -2.82068 0.55889 3.55564 -0.60
H 4.32832 4.61045 -12.16400 0.11
H -4.72592 -5.62814 -6.97677 0.12
H 1.57386 -0.92719 -5.99958 0.17
H -0.85454 3.12774 -9.23990 0.10
H 2.19323 5.28078 -10.79227 0.16
H 5.11479 -4.26781 5.81419 0.17
O 5.21559 8.21628 3.70793 -0.24
H 1.75770 4.89257 10.10388 0.11
H 3.75502 5.34244 -9.49818 0.16
C -0.98359 6.34298 -3.77466 -0.01
H 5.32905 1.27407 -3.41488 0.07
H 0.86765 1.05810 -7.46863 0.16
H -0.46096 -7.51742 -2.43966 0.14
C 0.73389 -8.48053 2.70625 0.03
C 7.84681 -5.83610 5.71534 -0.05
O -2.41241 -4.00155 -0.82435 0.04
C -2.09236 -4.75914 0.09474 -0.73
H 6.57745 -5.66660 3.20239 0.15
H -9.09820 3.98754 -1.09246 0.11
C 0.63341 -9.27139 -1.92938 -0.07
C 4.90407 2.49944 2.42462 -0.69
C -5.64015 -3.63825 0.18175 0.02
H 0.71220 1.58921 -1.64952 0.10
N 3.52527 4.35653 -9.55360 0.21
H -4.38428 -7.67326 -8.17450 0.12
H 4.35615 -5.57174 3.99278 0.19
H -2.24069 -0.81660 -6.57804 0.09
H -6.81044 4.46189 -2.67299 0.11
H 8.29049 -6.64170 5.08542 0.12
H -1.58618 1.12055 -0.03533 0.08
H 3.75246 2.99295 -12.17048 0.09
H 3.71068 0.01374 -4.89352 0.10
H 1.35827 -7.93201 3.42173 0.10
H -0.25355 5.50845 3.43966 0.08
O 1.84933 -2.14495 4.05635 0.01
H -5.89068 2.89233 -0.52874 0.13
O -2.53184 -5.94571 0.15479 0.16
H 3.43876 -3.59723 2.73685 0.07
O 2.18469 1.92623 6.81657 -0.05
C -5.19088 -8.25939 -7.68384 0.04
H -6.80682 3.06602 -3.69815 0.09
H 5.01131 1.63543 -1.69377 0.10
H 3.12998 2.94467 2.10820 0.13
H 0.56164 3.54364 6.72352 0.09
C -1.09493 0.22372 -0.40569 0.04
H -7.28972 -7.24201 -5.12088 0.10
H 0.90763 0.94205 8.10657 0.12
C -0.73327 3.05316 8.82193 0.02
H -8.39780 0.67509 -1.57767 0.09
H 0.32552 5.51045 9.56685 0.10
H 1.68046 4.83542 7.39701 0.12
```

Output
- LUMO energy (eV) = -11.339
- total charge = +8
- Kohn-Sham gap (eV) = 8.61
- E_HOMO (eV) = -19.9
- strongest force on any atom (hartree/bohr) = 0.090

=====

Record 2
A structure of composition C17H33LuN2O2P2 at a distorted geometry. Source: the OMol25 dataset; level of theory: ωB97M-V/def2-TZVPD.

```
57
Properties=species:S:1:pos:R:3:nbo_charge:R:1
C 2.61136 2.84963 1.67120 -0.92
H -0.01313 -2.74147 -3.57970 0.48
H 1.32089 -2.59131 4.98895 0.21
C -3.88011 0.47337 -0.68056 -0.91
O -0.87988 -2.86322 -3.12851 -0.97
H -3.84872 -2.40608 -1.26054 0.24
C 1.74496 2.81126 -1.02471 -0.73
H -3.61025 1.46087 -1.08592 0.25
C 2.30191 -1.96708 2.32447 -0.63
H -0.75020 1.81076 0.95762 -0.61
C -1.90471 -0.20971 -2.31314 -0.90
O 0.29458 -3.49502 -0.89457 -0.95
H 4.59790 2.05071 -0.22119 0.23
C -0.87798 -0.58374 3.50028 0.10
H 3.86260 0.75029 -1.22529 0.25
C 3.93219 1.17626 -0.21601 -0.93
H 4.31556 0.40887 0.47199 0.25
H -2.12436 0.79499 2.40400 0.23
H 3.18502 -1.65941 2.90810 0.22
Lu 0.02731 0.21185 0.44459 1.71
H 3.50798 3.43963 1.43680 0.23
H 1.43614 3.63189 -3.52303 0.21
H -2.13527 0.96573 4.18661 0.22
H 2.76389 2.27144 2.59338 0.25
H -1.08586 -1.36626 5.56048 0.21
H -1.13417 -1.97649 -2.85810 0.50
C -2.08469 0.24017 3.35627 -0.64
C 0.83928 2.17297 -2.09047 0.26
C 0.80629 2.76892 -3.35226 -0.36
H -0.02302 2.66479 -5.35306 0.22
H -1.48014 0.69106 -4.76367 0.21
C 1.07971 -1.57747 3.04227 0.08
C -0.50617 -1.32005 4.64471 -0.31
H -0.30717 -3.75800 -0.14942 0.48
C 0.00080 2.21229 -4.36421 -0.13
P -2.34880 -0.54095 -0.62672 0.79
H 1.20839 3.65927 -0.55071 0.27
H -4.22631 0.55129 0.35694 0.23
C -0.87338 0.66504 -2.70904 0.33
H 1.73964 3.50266 1.80311 0.26
H -3.45786 -2.34953 0.47776 0.24
H 0.77745 -1.82184 -0.38677 0.16
N 0.07250 1.09867 -1.78087 -0.71
P 2.27389 1.66708 0.33428 0.80
H -2.98205 -0.39781 3.42865 0.21
H 2.37403 -1.51636 1.32288 0.19
H 2.66634 3.17443 -1.51492 0.24
H -4.63528 -0.00085 -1.32997 0.23
H -2.52643 -0.59850 -3.14566 0.23
N 0.08666 -0.76370 2.51073 -0.74
H 2.34161 -3.06289 2.22257 0.22
C 0.72820 -1.94709 4.35517 -0.32
H -2.30494 -3.04756 -0.66274 0.23
C -0.78876 1.11755 -4.04213 -0.32
C -3.04206 -2.24402 -0.53421 -0.92
H 1.16868 -1.23111 -0.31711 -0.15
H -0.23410 -3.25623 -1.61859 0.49
```

Output
- LUMO energy (eV) = 0.121
- total charge = 0
- Kohn-Sham gap (eV) = 6.64
- E_HOMO (eV) = -6.5
- strongest force on any atom (hartree/bohr) = 0.079

=====

Record 3
A structure of composition CH3IN4 at a distorted geometry. Source: the OMol25 dataset; level of theory: ωB97M-V/def2-TZVPD.

```
9
Properties=species:S:1:pos:R:3:nbo_charge:R:1
H -0.21602 -1.43461 0.12569 -0.03
I 0.81241 -1.35321 2.72987 0.26
N 0.87145 1.30268 1.36598 -0.30
C 0.11096 0.33741 1.83482 0.09
N 0.12216 2.23524 0.81278 -0.03
H -0.84247 -1.54606 -0.41463 0.01
H -1.91066 2.19249 0.48736 0.42
N -1.13970 0.57159 1.44235 -0.28
N -1.09288 1.74549 0.84282 -0.15
```

Output
- LUMO energy (eV) = 0.325
- total charge = 0
- Kohn-Sham gap (eV) = 10.25
- E_HOMO (eV) = -9.9
- strongest force on any atom (hartree/bohr) = 0.057